[1]
Molecular formula: C25H47ClN4ORe
Method: DFT, ωB97M-V with the def2-TZVPD basis set

Each line ends with the Mulliken charge.
Positions of all 79 atoms, in Å:
Re  0.0000  0.0000  0.0000  0.375
Cl  0.5526  -1.0662  -1.9561  -0.468
C  0.1101  1.3329  3.9683  -0.595
C  -0.1622  0.9622  1.7438  -0.184
N  0.4616  0.5331  2.8923  0.664
H  -1.2138  3.0937  4.0117  0.324
N  -0.8782  2.0651  2.1313  0.543
H  0.4852  1.1794  4.9647  0.398
C  1.4555  -0.5955  2.9554  1.221
C  2.0795  -0.6354  4.3552  -2.268
C  0.7438  -1.9238  2.6707  -1.237
H  1.3328  -0.8469  5.1273  0.427
H  2.8147  -1.4439  4.3754  0.468
H  2.5963  0.2986  4.5984  0.456
H  3.3446  -1.0914  2.0275  0.498
H  3.0030  0.6563  2.0617  0.326
H  0.2941  -1.9080  1.6719  -0.074
C  2.5614  -0.3346  1.9215  -1.340
H  -0.0345  -2.1137  3.4167  0.342
H  1.4716  -2.7402  2.7111  0.533
H  2.1711  -0.4132  0.8975  0.109
C  -0.7302  2.2842  3.4944  -0.634
C  -3.1781  2.4775  1.3043  -1.402
H  -3.5432  2.4312  2.3357  0.309
H  -3.8076  3.1787  0.7467  0.447
C  -1.7243  2.9702  1.2697  1.601
H  -1.7882  3.7203  -0.7345  0.501
C  -1.6444  4.3939  1.8486  -1.975
H  -0.6055  4.7185  1.9643  0.414
H  -3.2697  1.4890  0.8535  0.131
H  -1.2452  2.0303  -0.6465  0.272
H  -2.1573  4.4843  2.8108  0.424
H  -2.1417  5.0732  1.1511  0.455
C  -1.1851  3.0078  -0.1626  -1.650
H  -0.1424  3.3395  -0.1801  0.314
C  0.2377  -2.5035  -8.4758  -0.237
N  0.5933  -2.2580  -7.1534  -0.062
H  -0.8669  -1.1810  -9.8602  -0.312
N  -0.4482  -0.5197  -7.8204  -0.303
H  0.4712  -3.4134  -9.0038  0.297
C  1.3445  -3.1821  -6.2538  3.208
C  1.6732  -4.4828  -6.9912  -2.734
C  2.6369  -2.4736  -5.8223  -1.987
H  2.3060  -4.3010  -7.8663  0.477
H  2.2201  -5.1432  -6.3120  0.424
H  0.7652  -5.0051  -7.3105  0.444
H  0.9993  -4.1130  -4.3237  0.430
H  -0.4597  -3.9804  -5.3353  0.352
H  2.3887  -1.5261  -5.3381  0.295
C  0.4616  -3.4723  -5.0312  -1.682
H  3.2694  -2.2663  -6.6921  0.409
H  3.1965  -3.1052  -5.1238  0.434
H  0.1960  -2.5320  -4.5423  0.151
C  -0.4263  -1.3960  -8.9008  -0.275
C  0.0327  1.8548  -7.4654  -2.873
H  0.8010  1.8547  -8.2457  0.510
H  -0.3947  2.8608  -7.3932  0.457
C  -1.0692  0.8373  -7.7953  6.420
H  -2.5953  1.8392  -6.6209  0.431
C  -1.6944  1.1553  -9.1560  -4.397
H  -2.4857  0.4428  -9.4122  0.514
H  0.5013  1.5889  -6.5148  0.153
H  -1.6944  0.5700  -5.7437  0.254
H  -0.9440  1.1564  -9.9536  0.571
H  -2.1411  2.1529  -9.1128  0.515
C  -2.1461  0.8434  -6.7004  -2.636
H  -2.9346  0.1200  -6.9339  0.414
C  0.1798  -1.0287  -6.7159  -0.642
C  -2.7056  -1.4135  1.6926  -1.164
C  -2.2014  -1.5234  0.2517  0.848
C  -3.2772  -2.1411  -0.6391  -1.673
O  -1.8790  -0.2537  -0.2421  -0.753
H  -1.9349  -0.9640  2.3457  0.101
H  -3.6138  -0.7754  1.7415  0.291
H  -2.9528  -2.4201  2.0918  0.420
H  -1.3099  -2.1780  0.2010  0.168
H  -4.1917  -1.5089  -0.6357  0.337
H  -2.9041  -2.2238  -1.6813  0.293
H  -3.5410  -3.1573  -0.2744  0.386

Cartesian forces (eV/Å) of the 2 atoms listed first:
0.947 1.278 -0.062
0.662 -0.830 -1.112

Computed properties:
- Spin multiplicity: 4
- Total charge: -2
- LUMO (spin up / spin down): 3.989 / 4.019 eV
- Expectation value of S²: 3.89

***

[2]
Molecular formula: C16H23BN6V
Method: DFT, ωB97M-V with the def2-TZVPD basis set

Each line ends with the Mulliken charge.
Positions of all 47 atoms, in Å:
C  -2.4029  0.2348  1.3182  -0.144
N  -1.8630  0.2564  0.0879  -0.052
N  -2.8485  0.0126  -0.8370  -0.048
C  -4.0286  -0.0849  -0.1916  0.009
C  -3.7879  0.0404  1.1744  -1.151
B  -2.4976  -0.1490  -2.3419  -0.033
N  -1.6808  1.1071  -2.7553  -0.143
N  -0.5648  1.5254  -2.0573  0.166
C  -0.0979  2.6451  -2.6467  0.071
C  -0.9378  2.9670  -3.7192  -1.220
C  -1.9217  1.9871  -3.7496  -0.042
V  0.1815  0.5232  -0.3648  0.016
N  -1.6577  -1.4569  -2.5150  0.276
N  -0.4678  -1.5545  -1.8551  -0.141
C  0.0364  -2.7676  -2.0909  -0.116
C  -0.8378  -3.4884  -2.9363  -0.868
C  -1.9063  -2.6093  -3.1833  0.107
H  0.9794  -3.0850  -1.6580  0.518
H  -2.8062  -2.7135  -3.7693  0.500
H  -0.7089  -4.4813  -3.2998  0.457
H  -3.5016  -0.2307  -2.9947  -0.027
H  -2.7740  1.8441  -4.3996  0.475
H  -4.9359  -0.2369  -0.7503  0.481
H  -0.8203  3.8082  -4.3803  0.421
H  -4.4996  -0.0096  1.9729  0.428
H  0.8010  3.1309  -2.2873  0.419
H  -1.7757  0.3362  2.1901  0.464
H  1.7148  0.3821  -1.4542  0.428
C  1.9195  1.2199  -0.7223  -0.677
H  2.2475  2.0564  -1.3272  0.375
H  1.0046  1.7009  -0.1231  0.447
H  2.6562  0.8810  -0.0157  0.229
C  1.7046  0.4439  4.4701  -1.499
C  2.4017  -0.2645  3.3069  1.903
C  3.6610  0.5015  2.8840  -1.594
C  2.7495  -1.7060  3.6762  -1.486
C  1.5117  -0.2666  2.1953  0.778
C  0.7237  -0.2455  1.2335  -1.202
H  2.3692  0.4996  5.3405  0.398
H  0.7967  -0.0982  4.7579  0.392
H  1.4191  1.4627  4.1841  0.390
H  4.3764  0.5630  3.7132  0.417
H  4.1505  -0.0024  2.0416  0.356
H  3.4060  1.5216  2.5712  0.355
H  1.8462  -2.2615  3.9501  0.395
H  3.2247  -2.2157  2.8311  0.387
H  3.4415  -1.7231  4.5267  0.386

Cartesian forces (eV/Å) of the 2 atoms listed first:
-1.092 -0.164 -1.317
0.772 -0.230 0.137

Computed properties:
- Energy relative to the best compared isomer or geometry (same formula, charge and spin): 1.464 eV
- Spin multiplicity: 4
- Total charge: +2
- LUMO (spin up / spin down): -8.040 / -10.974 eV
- Expectation value of S²: 3.80

***

[3]
Molecular formula: CBrCl2NO2
Method: DFT, ωB97M-V with the def2-TZVPD basis set

Each line ends with the Mulliken charge.
Positions of all 7 atoms, in Å:
C  0.3538  -0.5968  0.1659  0.232
N  -0.4988  1.0758  -0.3152  0.803
O  -1.3237  1.3668  0.4864  -0.446
O  -0.0252  1.4733  -1.3044  -0.433
Cl  1.9101  -0.3387  0.7770  -0.072
Cl  0.3499  -1.6633  -1.2532  -0.096
Br  -0.7660  -1.3172  1.4435  0.011

Cartesian forces (eV/Å) of the 2 atoms listed first:
-1.406 0.507 -1.251
1.589 -4.387 2.215

Computed properties:
- Energy relative to the best compared isomer or geometry (same formula, charge and spin): 0.738 eV
- LUMO: -0.105 eV

***

[4]
Molecular formula: C40H67GeN9PSiW
Method: DFT, ωB97M-V with the def2-TZVPD basis set

Each line ends with the Mulliken charge.
Positions of all 120 atoms, in Å:
W  0.1016  -0.8337  0.3163  -1.767
C  -2.6906  -4.6473  -0.4787  -1.055
N  -3.3339  -3.3419  -0.6519  0.182
C  -4.7341  -3.3096  -1.0822  -1.199
C  -2.6248  -2.2286  -0.4731  0.519
N  -1.3203  -2.2482  -0.2491  0.295
N  -3.3120  -1.0436  -0.5458  0.201
C  -2.8044  0.2353  -0.3860  0.080
N  -3.6516  1.2326  -0.7063  -0.382
N  -1.6205  0.4406  0.0775  0.468
H  -3.4641  -5.4049  -0.4094  0.396
H  -2.1205  -4.6758  0.4503  0.385
H  -2.0415  -4.8905  -1.3226  0.345
H  -5.0105  -4.3010  -1.4247  0.365
H  -4.8719  -2.6379  -1.9311  0.431
H  -5.4019  -3.0329  -0.2638  0.354
H  -0.9532  -3.1918  -0.2919  -0.144
H  -4.2981  -1.1079  -0.7371  0.330
H  -4.4850  1.0485  -1.2398  0.221
H  -3.2652  2.1643  -0.8063  0.170
H  -1.3988  1.4317  0.0590  -0.743
N  0.1382  -0.6749  2.1166  0.114
P  0.0712  0.1752  3.5048  -1.128
N  0.9265  -0.7060  4.5902  1.119
C  1.5922  -0.1290  5.7691  -0.562
C  1.1825  -0.8605  7.0550  -1.116
C  0.7870  -2.3092  6.7560  -0.429
C  1.6385  -2.8419  5.6109  -1.062
C  1.2801  -2.1139  4.3132  -0.155
N  -1.5082  0.4451  3.8547  0.428
C  -1.8516  1.1551  5.1019  -1.048
C  -2.3514  0.1999  6.1779  -0.055
C  -3.5161  -0.6379  5.6623  -1.104
C  -3.1134  -1.3669  4.3846  -0.590
C  -2.6076  -0.3791  3.3402  0.014
N  0.7614  1.6603  3.4955  0.554
C  2.2298  1.7137  3.3056  -1.221
C  2.5522  2.4178  2.0003  0.467
C  2.1133  3.8871  2.0607  -0.680
C  0.8866  4.0505  2.9706  -1.413
C  0.0094  2.8090  2.9505  0.230
H  1.3528  0.9305  5.8294  0.339
H  2.6743  -0.2012  5.6217  0.549
H  0.3689  -0.3346  7.5559  0.386
H  2.0321  -0.8435  7.7401  0.431
H  -0.2674  -2.3631  6.4643  0.067
H  0.8955  -2.9246  7.6480  0.520
H  1.4840  -3.9110  5.4639  0.495
H  2.6976  -2.7090  5.8446  0.409
H  0.4219  -2.6010  3.8470  0.175
H  2.1098  -2.1591  3.5991  -0.052
H  -2.6293  1.8889  4.8627  0.476
H  -0.9782  1.7107  5.4462  0.610
H  -2.6448  0.7739  7.0582  0.389
H  -1.5322  -0.4591  6.4767  -0.283
H  -4.3704  0.0147  5.4523  0.341
H  -3.8422  -1.3472  6.4229  0.463
H  -3.9584  -1.9268  3.9768  0.467
H  -2.3189  -2.0896  4.6032  0.160
H  -3.4193  0.3002  3.0507  0.423
H  -2.2663  -0.8946  2.4475  -0.303
H  2.6248  0.6978  3.3059  0.704
H  2.6873  2.2386  4.1488  0.358
H  2.0350  1.8868  1.1949  -0.829
H  3.6171  2.3292  1.7856  0.623
H  1.8987  4.2556  1.0544  0.267
H  2.9286  4.5016  2.4447  0.526
H  0.2889  4.9128  2.6744  0.453
H  1.1993  4.2337  4.0012  0.341
H  -0.3146  2.6043  1.9215  -0.482
H  -0.8886  2.9644  3.5448  0.551
C  1.5149  -4.0067  0.9716  -0.745
Si  2.3333  -2.9562  -0.3772  0.139
C  1.5480  -3.3573  -2.0362  -0.552
C  4.1647  -3.3016  -0.4420  -1.229
C  2.1278  -1.0794  -0.0464  0.371
H  1.1549  -4.9484  0.5477  0.507
H  0.6808  -3.5234  1.4934  -0.049
H  2.2488  -4.2712  1.7365  0.430
H  1.6198  -4.4302  -2.2325  0.566
H  2.0740  -2.8387  -2.8407  0.161
H  0.4909  -3.0785  -2.1135  0.000
H  4.3517  -4.3651  -0.6097  0.383
H  4.6577  -3.0182  0.4897  0.346
H  4.6337  -2.7467  -1.2570  0.346
H  2.6601  -0.6360  -0.8843  -0.026
H  2.6831  -0.8731  0.8753  0.628
C  -1.0533  -0.4588  -3.1940  -2.032
Ge  0.3087  0.4736  -2.0791  2.659
C  -0.4021  2.3239  -2.0104  0.558
C  -1.1452  2.8215  -3.0820  -0.672
C  -1.7173  4.0882  -3.0355  -0.889
C  -1.5610  4.8860  -1.9089  -0.823
C  -0.8109  4.4176  -0.8384  -0.578
C  -0.2386  3.1523  -0.8981  0.252
C  1.9803  0.4104  -3.1020  0.704
C  2.0401  -0.4118  -4.2006  -0.792
C  3.2128  -0.5315  -4.9781  -0.957
C  4.3244  0.1852  -4.6467  -1.040
C  4.3122  1.0584  -3.5310  0.615
C  5.4541  1.8227  -3.1871  -0.797
C  5.4318  2.6773  -2.1231  -0.923
C  4.2582  2.8065  -1.3517  -0.752
C  3.1451  2.0757  -1.6581  1.178
C  3.1322  1.1773  -2.7527  -0.745
H  -0.9405  -0.1527  -4.2348  0.756
H  -2.0612  -0.1765  -2.8848  0.537
H  -0.9593  -1.5450  -3.1550  0.257
H  -1.2818  2.2216  -3.9744  0.341
H  -2.2789  4.4559  -3.8845  0.462
H  -2.0021  5.8732  -1.8747  0.427
H  -0.6598  5.0428  0.0332  0.445
H  0.3748  2.8144  -0.0635  -0.018
H  1.1771  -0.9994  -4.4921  0.356
H  3.2189  -1.1885  -5.8378  0.467
H  5.2279  0.1085  -5.2391  0.445
H  6.3462  1.7230  -3.7931  0.443
H  6.3062  3.2641  -1.8759  0.416
H  4.2419  3.4992  -0.5199  0.518
H  2.2467  2.1914  -1.0624  -0.480

Cartesian forces (eV/Å) of the 2 atoms listed first:
-0.286 0.049 0.262
0.002 -0.024 -0.018

Computed properties:
- Energy relative to the best compared isomer or geometry (same formula, charge and spin): 0.000 eV
- Spin multiplicity: 2
- Total charge: +2
- LUMO (spin up / spin down): -5.454 / -5.539 eV
- Expectation value of S²: 0.75

***

Sequential strongest force on any atom output: 1.88, 10.99, 5.17, 0.46 eV Å⁻¹